C24H25FeN7SSe | ωB97M-V/def2-TZVPD

Positions of all 59 atoms, in Å:
1 Fe 0.34297 0.55552 0.60854
2 N 2.76829 0.80796 4.17990
3 C 2.14608 0.56244 2.98495
4 S 0.60761 1.36332 2.71006
5 N 2.70382 -0.26031 2.14640
6 N 2.00398 -0.40712 1.00466
7 C 2.43971 -1.14322 -0.00551
8 C 1.69260 -1.10538 -1.19188
9 C 2.09618 -1.77350 -2.37718
10 C 1.41815 -1.57484 -3.54320
11 C 0.30811 -0.69224 -3.55220
12 C -0.07803 -0.12395 -2.36790
13 N 0.53528 -0.33279 -1.19134
14 H 2.41747 1.60497 4.68220
15 H 3.76733 0.68146 4.19921
16 H 3.36714 -1.70539 0.06194
17 H 2.96670 -2.41641 -2.33703
18 H 1.72263 -2.07264 -4.45446
19 H -0.22317 -0.46483 -4.46464
20 H -0.93141 0.54791 -2.34037
21 N -1.96573 0.70265 0.46075
22 C -2.80182 1.85284 0.52024
23 C -4.05634 1.74646 1.11138
24 C -4.93888 2.81034 1.10805
25 C -4.56258 4.00331 0.51133
26 C -3.28737 4.13768 -0.00856
27 C -2.36984 3.08555 0.00007
28 C -0.96670 3.26647 -0.44098
29 C -0.52498 4.44702 -1.05535
30 C 0.80292 4.62996 -1.39642
31 C 1.74709 3.65632 -1.10188
32 C 1.32867 2.49138 -0.47206
33 C -0.00674 2.29566 -0.16861
34 H -2.39795 -0.05330 0.97954
35 H -1.84720 0.39167 -0.49711
36 H -4.34385 0.79950 1.55571
37 H -5.91999 2.70462 1.55203
38 H -5.25271 4.83548 0.46638
39 H -2.99452 5.09735 -0.41077
40 H -1.22731 5.23954 -1.27775
41 H 1.10922 5.54454 -1.88835
42 H 2.78635 3.80856 -1.36716
43 H 2.08637 1.74497 -0.22665
44 C 1.89953 -3.67607 2.48823
45 N 1.22046 -3.93819 1.23470
46 C 1.50938 -4.95226 0.35077
47 C 0.62401 -4.86877 -0.66272
48 N -0.20446 -3.80221 -0.39537
49 C -1.31206 -3.36513 -1.21474
50 C 0.17021 -3.22014 0.77084
51 Se -0.60021 -1.76261 1.57494
52 H 2.28575 -4.60935 2.89293
53 H 1.18698 -3.23769 3.18345
54 H 2.71348 -2.96507 2.35562
55 H 2.31192 -5.65058 0.50684
56 H 0.51279 -5.47805 -1.54152
57 H -1.68708 -4.20954 -1.78924
58 H -1.00206 -2.57076 -1.89628
59 H -2.09614 -2.98310 -0.56441

Cartesian forces, eV/Å:
Fe -0.88 0.44 0.37
N -0.01 0.07 0.08
C -0.32 -0.24 -0.35
S 0.04 0.20 0.12
N 0.60 -0.32 0.50
N 0.20 0.35 -0.74
C 0.28 -0.03 0.38
C -0.08 -0.02 -0.14
C -0.02 0.00 -0.10
C 0.02 -0.04 0.11
C -0.14 0.03 0.05
C -0.06 0.10 -0.16
N 0.37 -0.28 -0.12
H 0.05 0.03 0.03
H -0.01 -0.06 -0.04
H -0.04 -0.03 0.03
H 0.01 0.01 0.00
H 0.05 0.01 0.01
H -0.05 -0.02 0.03
H 0.05 0.04 -0.04
N -0.66 -0.28 0.21
C -0.04 0.46 -0.04
C 0.06 -0.11 -0.07
C -0.06 0.05 0.01
C -0.01 0.03 0.02
C 0.02 -0.03 0.02
C -0.08 -0.18 0.12
C 0.18 -0.12 0.05
C -0.10 -0.11 -0.07
C 0.02 0.10 -0.02
C 0.03 -0.09 -0.02
C 0.38 1.16 -0.68
C 0.80 -0.16 0.15
H -0.02 -0.12 -0.16
H -0.12 -0.10 0.00
H -0.03 0.00 -0.03
H 0.01 -0.02 0.01
H 0.01 0.01 0.04
H 0.00 -0.01 0.01
H 0.01 -0.02 -0.05
H -0.03 0.01 0.02
H 0.01 -0.02 0.04
H 0.02 0.03 -0.03
C 0.15 0.11 0.21
N -0.28 0.07 -0.13
C 0.10 -0.13 -0.08
C 0.01 -0.04 -0.08
N 0.24 -0.04 0.33
C -0.12 0.17 -0.20
C 0.08 -0.15 -0.29
Se -0.71 -0.64 0.74
H -0.04 -0.04 -0.07
H 0.00 -0.03 -0.02
H 0.00 0.05 -0.06
H 0.00 0.03 0.07
H -0.01 0.03 -0.01
H 0.04 -0.03 0.03
H 0.03 -0.06 0.03
H 0.01 -0.02 0.01

Values from the calculation:
orbital gap (spin up / spin down)	0.2106 / 0.2639	Eh
highest occupied orbital energy (spin up / spin down)	-5.312 / -7.242	eV
electronic energy	-146292.369	eV
multiplicity	5